# 1
Molecular formula: C26H48FNO8P
Method: DFT, wB97M-V/def2-TZVPD

The calculation puts the maximum force at 6.71 eV/A. Its multiplicity is 2. The expectation value of S² is 0.755. Its energy above the lowest of the compared OMol25 structures with the same formula, charge and spin is 10.0512 eV. Its frontier orbital gap (alpha / beta) is 9.16 / 9.53 eV. The HOMO energy (alpha / beta) comes out at -8.822 / -9.732 eV. As for the total energy: -57608.187 eV.

Cartesian coordinates (Å):
1 C 5.985 -1.409 -1.936
2 C 4.733 -0.352 -2.259
3 O 5.056 0.436 -3.460
4 P 4.505 2.091 -3.277
5 O 5.297 2.933 -4.399
6 C 2.652 2.138 -3.735
7 C 1.664 2.733 -2.559
8 C 1.478 1.768 -1.256
9 C -0.014 1.058 -1.120
10 C 0.069 0.221 0.329
11 C 0.148 1.194 1.643
12 F 0.289 0.273 2.833
13 C -0.155 -0.095 -2.268
14 C -1.214 0.182 -3.468
15 C -1.589 -1.327 -4.093
16 C -0.570 0.999 -4.777
17 N -2.531 0.798 -3.098
18 O -3.019 1.639 -4.025
19 C -2.606 1.334 -1.696
20 C -3.182 0.167 -0.662
21 C -3.812 2.495 -1.721
22 C -1.269 2.108 -1.152
23 O 4.911 2.822 -1.750
24 C 6.412 2.829 -1.746
25 C 6.923 2.697 -0.166
26 H 6.749 -0.962 -1.137
27 H 5.474 -2.404 -1.533
28 H 6.544 -1.601 -2.964
29 H 4.590 0.272 -1.279
30 H 3.780 -0.994 -2.511
31 H 2.548 2.891 -4.654
32 H 2.365 1.072 -4.123
33 H 2.198 3.727 -2.169
34 H 0.679 3.088 -3.079
35 H 1.805 2.374 -0.309
36 H 2.250 0.863 -1.343
37 H 1.120 -0.343 0.272
38 H -0.735 -0.639 0.398
39 H -0.888 1.753 1.827
40 H 1.076 1.904 1.690
41 H -0.346 -1.152 -1.750
42 H 0.923 -0.203 -2.771
43 H -0.664 -1.828 -4.629
44 H -2.568 -1.313 -4.734
45 H -1.827 -1.995 -3.135
46 H -0.536 2.157 -4.626
47 H 0.460 0.494 -5.007
48 H -1.241 0.818 -5.748
49 H -2.804 -0.912 -0.913
50 H -4.372 0.217 -0.689
51 H -2.883 0.487 0.446
52 H -4.039 2.774 -0.592
53 H -4.818 2.086 -2.166
54 H -3.448 3.500 -2.230
55 H -1.115 3.048 -1.847
56 H -1.559 2.556 -0.085
57 H 6.876 1.909 -2.305
58 H 6.830 3.794 -2.274
59 H 6.515 1.650 0.204
60 H 6.433 3.565 0.450
61 H 8.088 2.670 -0.055
62 O -3.859 -0.796 3.112
63 C -3.394 -0.614 4.225
64 O -4.055 -0.882 5.389
65 C -3.259 -0.449 6.491
66 C -1.848 -0.399 5.967
67 C -2.047 -0.027 4.519
68 H -3.617 0.534 6.815
69 H -3.362 -1.155 7.320
70 H -1.210 0.300 6.514
71 H -1.393 -1.395 6.031
72 H -2.091 1.056 4.379
73 H -1.277 -0.469 3.882
74 O -1.174 -5.948 5.008
75 C -2.256 -5.456 4.735
76 O -2.756 -4.324 5.314
77 C -4.083 -4.102 4.840
78 C -4.168 -4.848 3.534
79 C -3.247 -6.019 3.762
80 H -4.789 -4.484 5.584
81 H -4.252 -3.029 4.709
82 H -5.189 -5.139 3.270
83 H -3.775 -4.223 2.723
84 H -3.766 -6.861 4.227
85 H -2.757 -6.330 2.836

# 2
Molecular formula: C34H46BaN6O2S2Te
Method: DFT, wB97M-V/def2-TZVPD

The calculation puts the maximum force at 1.74 eV/A. Its multiplicity is 1. Its energy above the lowest of the compared OMol25 structures with the same formula, charge and spin is 0.8640 eV. Its frontier orbital gap is 5.60 eV. The HOMO energy comes out at -6.471 eV. As for the total energy: -78695.316 eV.

Cartesian coordinates (Å):
1 Ba 0.095 0.248 1.610
2 C -2.629 -0.607 -0.591
3 N -2.648 -0.903 0.842
4 C -3.519 0.031 1.585
5 C -3.015 1.469 1.664
6 N -1.910 1.665 2.620
7 C -2.374 1.522 4.014
8 C -1.185 2.918 2.456
9 C -1.780 4.006 1.803
10 C -1.103 5.195 1.622
11 C 0.193 5.316 2.115
12 C 0.779 4.262 2.784
13 C 0.123 3.034 2.996
14 S 0.949 1.759 3.910
15 C -3.058 -2.275 1.101
16 C -4.360 -2.643 0.761
17 C -4.834 -3.922 0.993
18 C -3.979 -4.849 1.579
19 C -2.685 -4.492 1.908
20 C -2.175 -3.203 1.675
21 S -0.491 -2.831 2.049
22 H -3.637 -0.488 -1.015
23 H -2.138 -1.426 -1.114
24 H -2.065 0.309 -0.790
25 H -4.521 0.085 1.133
26 H -3.652 -0.379 2.584
27 H -3.873 2.097 1.944
28 H -2.690 1.801 0.675
29 H -3.188 2.232 4.211
30 H -1.541 1.718 4.682
31 H -2.721 0.507 4.204
32 H -2.789 3.917 1.421
33 H -1.578 6.013 1.096
34 H 0.748 6.235 1.970
35 H 1.786 4.351 3.171
36 H -5.016 -1.907 0.308
37 H -5.849 -4.188 0.729
38 H -4.324 -5.856 1.783
39 H -2.023 -5.217 2.365
40 C 4.961 -1.042 2.567
41 C 3.639 -0.602 2.018
42 N 2.527 -1.150 2.340
43 O 2.691 -2.229 3.221
44 C 3.603 0.526 1.032
45 C 4.827 1.317 0.705
46 N 2.461 0.764 0.477
47 O 2.390 1.701 -0.450
48 H 4.943 -2.087 2.863
49 H 5.204 -0.451 3.454
50 H 5.754 -0.874 1.837
51 H 1.777 -2.509 3.381
52 H 5.414 1.528 1.602
53 H 4.517 2.251 0.244
54 H 5.491 0.806 -0.004
55 C 3.397 -2.782 -2.378
56 C 3.061 -1.710 -1.311
57 N 1.961 -2.170 -0.482
58 C 0.740 -2.265 -1.268
59 C 0.954 -3.198 -2.482
60 N 2.313 -3.835 -2.302
61 C 2.377 -4.544 -0.966
62 C 2.292 -3.454 0.125
63 H 4.334 -3.305 -2.191
64 H 3.396 -2.405 -3.399
65 H 2.780 -0.765 -1.778
66 H 3.931 -1.516 -0.684
67 H 0.483 -1.267 -1.632
68 H -0.054 -2.623 -0.611
69 H 0.995 -2.672 -3.435
70 H 0.231 -4.009 -2.548
71 H 2.457 -4.513 -3.045
72 H 3.304 -5.114 -0.963
73 H 1.531 -5.231 -0.949
74 H 3.240 -3.351 0.652
75 H 1.521 -3.722 0.844
76 C -1.855 3.090 -1.757
77 Te 0.028 2.580 -0.775
78 C 0.412 1.735 -2.699
79 C -0.387 2.540 -3.695
80 C -0.029 2.643 -5.035
81 C -0.776 3.421 -5.908
82 C -1.893 4.103 -5.441
83 C -2.256 4.002 -4.105
84 C -1.513 3.224 -3.223
85 H -2.263 4.011 -1.343
86 H -2.589 2.294 -1.604
87 H 0.095 0.688 -2.692
88 H 1.486 1.773 -2.867
89 H 0.854 2.125 -5.394
90 H -0.481 3.507 -6.946
91 H -2.473 4.722 -6.114
92 H -3.121 4.543 -3.737